109
Properties=species:S:1:pos:R:3 method="wB97M-V/def2-TZVPD" molar_mass_g_mol=1063.713 energy_ev=-101280.6400 s_squared=0.77 charge=+1 orbital_gap_ev="6.2 / 5.3" e_homo_ev="-9.600 / -9.607" spin_multiplicity=2
H 3.34627 0.94223 3.44625
H 1.25127 -4.45282 -3.02030
P 1.22003 -0.16228 3.46517
C 5.11920 -3.39474 0.29076
H 2.77890 -0.65672 -5.66271
O 6.36051 -3.62284 0.76761
C -0.19353 0.12805 4.60545
H 2.42287 1.49746 -2.54596
H -1.57200 -0.51733 7.62631
H 0.49911 3.11041 -0.43079
C -0.34438 -0.41232 5.87479
C -3.34629 0.89334 -1.67421
H 2.38548 -1.26919 5.25657
C 4.13554 -2.72047 0.98170
C 1.11797 -3.37306 -2.93477
C -3.97263 -3.86513 4.25007
N -2.08937 0.53219 -2.34392
H -3.19761 0.54135 1.69196
H 2.92835 0.99458 -5.08849
H 6.60296 -2.07290 2.12793
C -4.29506 -1.42106 -1.86698
C 2.35631 0.06812 -4.96545
C -1.21023 0.95070 4.08634
H -4.16939 -2.38963 -1.38114
H -4.76301 0.02288 -0.30699
H 1.28672 5.26012 -1.41864
H -4.07380 1.23572 -2.41803
H 3.44686 -4.09523 -2.53067
H -0.91050 6.08879 -2.22071
C -1.96915 3.50628 -2.66161
H 1.84890 -2.90066 -3.58937
H -1.40709 -0.89884 -3.70910
O 1.99325 -1.85532 1.18258
H -1.39012 3.71830 2.80634
C -2.29010 1.31627 4.87654
C 2.48903 -0.42038 -3.52720
C -0.50467 3.14992 2.51488
C -2.40690 0.79942 6.16019
H -3.06593 1.96849 4.49274
C -2.12926 -2.73766 3.03483
N -0.18773 0.63540 -0.38153
H -5.35247 -1.33818 -2.12516
H -3.16357 1.74232 -1.01014
C -2.04286 -0.86554 -2.82262
H 1.86210 0.15041 -1.53995
H 7.69779 -3.46846 2.25836
H 2.07480 2.12399 3.18398
H -3.90685 -0.68829 -3.88023
H -0.70741 3.92176 -4.36111
H 2.38942 1.50292 4.83025
C -0.16676 3.71402 -1.04437
H 0.32354 -0.59345 -5.24831
H 1.26282 3.97410 -2.62243
H -2.03633 5.04613 -4.14339
Te -0.45537 -2.51027 1.78556
H 0.22056 6.04795 -3.56001
H 4.32253 -2.32990 1.96903
C 3.63465 -3.69608 -1.54393
C -1.27131 4.47849 -3.60992
H 6.01579 -3.61445 2.81583
H 1.99171 -1.39146 -3.42061
C -2.71402 1.51507 1.61972
H -4.76033 -1.99167 4.97483
H 1.68519 -2.46446 4.11855
P -0.68445 1.18281 -1.75747
H 0.11205 -3.12133 -3.26005
H -0.09091 3.57789 1.61252
H -0.75735 1.48748 -4.47522
C 1.84962 0.55591 -2.54947
C -1.45500 -0.08438 6.64181
C 2.58930 -3.02948 -0.86806
H -0.76508 4.35722 -0.37931
C 4.87202 -3.88936 -1.00178
C -0.32864 5.41633 -2.86081
H -3.25627 1.06786 6.77388
C 0.30393 1.32339 -4.27877
O 0.28011 -2.57096 -0.87921
H -3.13572 -0.63187 -0.19174
H -2.54083 2.76946 -3.22268
H -2.60166 1.77623 0.56503
C 2.35009 1.24777 3.77119
C 2.18911 -1.50284 4.20987
H -1.58714 -1.51167 -2.07314
H 0.77923 0.74975 -6.29236
H -2.68518 4.07082 -2.04769
C 0.62689 4.60526 -1.99251
H -3.31346 2.27566 2.12078
C 6.67323 -3.16221 2.06869
N 0.46134 0.82678 -2.91587
C 0.89130 0.34114 -5.28625
P -1.05608 1.41766 2.33559
Ir 0.26500 -0.07241 1.35648
H 0.22764 3.22000 3.31848
C 2.84543 -2.51083 0.43655
N -1.06419 2.81525 -1.74170
C -4.00966 -2.50723 4.39440
H -3.37737 -2.33338 -3.61242
C 1.28377 -2.94386 -1.49182
H -2.81053 -0.79242 3.70124
S -2.66885 -4.36505 3.27547
C -2.96109 -1.86537 3.70223
C -3.90201 -0.29389 -0.89852
H -4.64821 -4.59234 4.67057
H 3.12991 -1.56227 3.67395
H 3.53761 -0.55955 -3.25785
C -3.44609 -1.35049 -3.14308
H 5.65458 -4.41718 -1.52699
H 0.82143 2.28896 -4.38412
H 0.39779 -1.08963 6.27580